# 1
Computed, not measured: 2 unconnected molecules or ions with the total composition C5H14, with the ωB97M-V functional and the def2-TZVPD basis.

Output
* electronic energy: -5411.20253 eV
* HOMO energy: -11.269 eV
* E_LUMO: 1.07 eV
* energy relative to the best compared isomer or geometry (same formula, charge and spin): 81.7 kJ/mol

The geometry in ORCA input format:
```
! RIJCOSX wB97M-V def2-TZVPD def2/J DEFGRID3
* xyz 0 1
C -2.230 1.206 0.215
C -0.679 1.252 -0.236
C -0.668 1.869 -1.651
H -2.743 0.557 -0.489
H -2.328 0.837 1.252
H -2.701 2.188 0.124
H -0.017 1.815 0.363
H -0.344 0.228 -0.108
H -1.240 2.772 -1.614
H 0.289 2.106 -2.112
H -1.200 1.273 -2.460
C 1.639 -2.804 0.485
C 1.882 -1.384 1.201
H 1.445 -3.605 1.257
H 0.847 -2.890 -0.212
H 2.492 -3.114 -0.156
H 1.718 -0.454 0.576
H 2.922 -1.181 1.529
H 1.197 -1.362 1.966
*
```

# 2
Computed, not measured: 2 unconnected molecules or ions with the total composition C5H14, with the ωB97M-V functional and the def2-TZVPD basis.

Output
* electronic energy: -5411.34303 eV
* HOMO energy: -11.280 eV
* E_LUMO: 1.15 eV
* energy relative to the best compared isomer or geometry (same formula, charge and spin): 68.2 kJ/mol

The geometry in ORCA input format:
```
! RIJCOSX wB97M-V def2-TZVPD def2/J DEFGRID3
* xyz 0 1
C 0.845 0.859 -0.944
C 2.151 0.506 -0.225
C 2.000 0.554 1.290
H 1.042 0.994 -2.007
H 0.082 0.108 -0.755
H 0.472 1.823 -0.616
H 2.849 1.280 -0.525
H 2.422 -0.489 -0.558
H 2.533 -0.210 1.846
H 0.936 0.483 1.564
H 2.181 1.572 1.631
C -2.075 -1.617 -0.212
C -2.632 -0.236 0.068
H -1.162 -1.682 -0.784
H -2.140 -2.405 0.530
H -2.748 -1.980 -1.005
H -1.879 0.393 0.516
H -3.211 0.247 -0.715
H -3.354 -0.193 0.898
*
```

# 3
Computed, not measured: 2 unconnected molecules or ions with the total composition C5H14, with the ωB97M-V functional and the def2-TZVPD basis.

Output
* electronic energy: -5411.46344 eV
* HOMO energy: -11.002 eV
* E_LUMO: 1.16 eV
* energy relative to the best compared isomer or geometry (same formula, charge and spin): 56.6 kJ/mol

The geometry in ORCA input format:
```
! RIJCOSX wB97M-V def2-TZVPD def2/J DEFGRID3
* xyz 0 1
C -0.863 -0.769 -2.540
C 0.156 -0.124 -1.621
C 0.848 -1.088 -0.636
H -1.362 0.002 -3.152
H -1.730 -1.151 -1.994
H -0.434 -1.540 -3.180
H 0.889 0.477 -2.156
H -0.338 0.698 -1.112
H 0.152 -1.212 0.199
H 1.000 -2.027 -1.167
H 1.785 -0.803 -0.149
C -0.379 1.496 1.783
C 0.302 0.351 2.540
H -1.336 1.683 2.277
H 0.275 2.360 1.895
H -0.380 1.495 0.693
H 0.708 0.735 3.483
H 1.054 -0.153 1.939
H -0.349 -0.431 2.899
*
```

Question: Which of these has the lowest electronic energy?
Answer: number 3